{"formula": "C37H39N6O11STi", "method": "wB97M-V/def2-TZVPD", "species": ["Ti", "O", "C", "O", "C", "O", "C", "C", "O", "O", "H", "H", "H", "H", "H", "C", "O", "C", "C", "C", "C", "C", "C", "N", "C", "N", "C", "C", "C", "C", "C", "C", "O", "C", "N", "C", "C", "C", "C", "C", "C", "O", "C", "H", "H", "H", "H", "H", "H", "H", "H", "H", "H", "H", "H", "H", "H", "H", "H", "H", "H", "H", "H", "H", "H", "N", "C", "C", "C", "C", "C", "N", "C", "C", "C", "C", "C", "N", "H", "H", "H", "H", "H", "H", "H", "H", "H", "C", "S", "O", "O", "O", "H", "H", "H"], "xyz": [[-0.373383, -1.053783, -1.197278], [-1.837704, -4.615503, -2.750211], [-1.427732, -3.307194, -2.890855], [-1.144781, -2.619862, -1.798867], [-0.915925, -2.850954, -4.198968], [0.026131, -1.847082, -3.916260], [0.033114, -0.650020, -4.653186], [0.087372, 0.571650, -3.757017], [0.120803, 1.670443, -4.292880], [0.094728, 0.336804, -2.487471], [-1.728079, -4.819260, -1.811936], [-1.705703, -2.444595, -4.852482], [-0.452471, -3.688443, -4.742381], [-0.870274, -0.561591, -5.262116], [0.905864, -0.612748, -5.301994], [0.713044, 5.502541, 1.855147], [-0.332763, 4.959850, 2.676891], [0.065138, 3.884096, 3.432416], [0.736573, 4.064305, 4.627679], [1.092373, 2.967181, 5.403192], [0.748918, 1.695088, 4.964026], [0.061281, 1.518506, 3.770772], [-0.278327, 2.611360, 2.981485], [-1.022164, 2.516149, 1.807667], [-1.151894, 1.419842, 0.930359], [-2.450240, 1.295407, 0.571115], [-3.047358, 0.750247, -0.616833], [-2.411464, -0.171947, -1.426647], [-3.163050, -0.528397, -2.568573], [-4.430169, -0.054918, -2.841335], [-5.051454, 0.842589, -1.966964], [-4.339447, 1.242171, -0.855443], [-4.820191, 2.141857, 0.076699], [-6.146140, 2.593555, -0.103319], [-0.189368, 0.645744, 0.552273], [1.127883, 1.140850, 0.864499], [2.000954, 0.384152, 1.624395], [3.281833, 0.829500, 1.923000], [3.698713, 2.067004, 1.452892], [2.839349, 2.834610, 0.678868], [1.565287, 2.369754, 0.376595], [0.699051, 3.096362, -0.371950], [1.254927, 3.717897, -1.544866], [1.573696, 5.778215, 2.465492], [0.307761, 6.389720, 1.376817], [1.018601, 4.781314, 1.097028], [0.969937, 5.075097, 4.942301], [1.621816, 3.106633, 6.338061], [1.018970, 0.825174, 5.553383], [-0.214627, 0.526440, 3.429082], [-1.290462, 3.399936, 1.405038], [-3.046271, 1.925983, 1.075316], [-2.740452, -1.230801, -3.277061], [-4.955581, -0.378898, -3.734134], [-6.047075, 1.212648, -2.166233], [-6.375160, 3.246108, 0.735238], [-6.850767, 1.757718, -0.114968], [-6.252731, 3.155879, -1.034662], [1.663674, -0.586574, 1.975515], [3.948307, 0.210609, 2.514195], [4.696143, 2.430252, 1.671696], [3.166453, 3.785971, 0.275450], [0.451913, 3.803863, -2.266531], [2.024403, 3.079125, -1.972187], [1.661326, 4.702256, -1.298238], [1.228034, -3.560837, 1.326630], [0.171843, -2.781647, 1.752526], [0.085609, -2.509547, 3.144908], [-1.028419, -1.883016, 3.623277], [-2.045957, -1.551065, 2.748903], [-1.824331, -1.819569, 1.407714], [-0.714617, -2.361960, 0.912436], [1.574502, -4.149970, 0.093726], [2.790008, -4.839160, 0.012616], [3.133529, -5.384636, -1.208004], [2.278228, -5.235871, -2.292355], [1.085043, -4.567804, -2.083104], [0.735695, -4.057146, -0.898882], [1.903981, -3.721908, 2.048830], [0.878212, -2.827675, 3.813320], [-1.106856, -1.654885, 4.681389], [-2.963721, -1.075627, 3.067049], [-2.568882, -1.575191, 0.662794], [3.441733, -4.928269, 0.875321], [4.069072, -5.921418, -1.311716], [2.521556, -5.628090, -3.270308], [0.374912, -4.409223, -2.893750], [4.161807, -1.678676, -0.762708], [2.826640, -0.910263, -1.648581], [3.103846, 0.505177, -1.653848], [2.778889, -1.554543, -2.941155], [1.622770, -1.277313, -0.781898], [4.560649, -2.478857, -1.386831], [3.795947, -2.085034, 0.181433], [4.917157, -0.915853, -0.570427]], "atomic_forces_ev_per_a": [[-0.684, 0.603, 0.334], [-0.007, -0.008, -0.034], [-0.500, 0.910, 1.172], [-0.993, -1.317, -1.374], [0.105, 0.291, -0.331], [0.242, 0.004, 0.123], [-0.174, -0.339, -0.214], [0.038, 0.157, 0.848], [0.042, 0.023, 0.059], [0.249, 0.614, -0.880], [0.006, 0.022, 0.065], [-0.030, -0.011, -0.046], [0.000, -0.079, -0.127], [-0.039, 0.005, -0.099], [0.099, -0.018, -0.136], [-0.117, -0.102, 0.098], [0.081, 0.424, -0.236], [0.111, 0.028, 0.109], [0.033, -0.043, 0.078], [-0.038, 0.002, -0.062], [-0.036, -0.012, -0.075], [-0.016, -0.185, 0.052], [-0.179, -0.192, -0.176], [0.156, -0.064, 0.225], [-0.270, -0.053, 0.081], [0.023, -0.184, -0.418], [0.297, 0.181, 0.515], [-0.164, 0.114, 0.011], [0.083, -0.066, -0.020], [-0.065, 0.102, 0.077], [0.130, -0.134, -0.069], [-0.161, 0.096, -0.084], [-0.276, 0.127, 0.069], [0.129, -0.044, -0.009], [0.600, 0.174, 0.037], [-0.460, -0.347, -0.090], [0.150, -0.263, 0.110], [-0.093, 0.064, -0.065], [-0.039, -0.023, -0.030], [0.110, -0.129, 0.051], [0.232, -0.040, -0.038], [-0.139, 0.286, -0.521], [-0.064, -0.279, 0.207], [0.048, 0.021, 0.064], [-0.063, 0.044, -0.007], [-0.053, 0.039, 0.052], [-0.002, -0.022, -0.012], [-0.017, -0.008, -0.047], [-0.023, 0.042, -0.037], [0.074, 0.111, 0.046], [0.013, 0.076, 0.022], [-0.159, 0.022, 0.049], [0.017, -0.034, 0.029], [0.013, 0.010, 0.030], [0.024, -0.011, -0.020], [0.043, 0.011, 0.043], [-0.010, -0.018, 0.014], [0.014, 0.013, -0.020], [0.036, 0.123, -0.047], [-0.041, 0.040, -0.023], [-0.026, -0.005, -0.009], [-0.004, -0.048, 0.030], [-0.138, 0.017, -0.033], [0.077, -0.063, -0.014], [0.019, 0.060, -0.008], [0.649, -0.082, 0.104], [1.248, -0.813, 1.186], [0.410, -0.437, -0.388], [0.044, 0.108, 0.560], [-0.259, -0.051, -0.735], [-0.826, 0.436, 0.352], [-1.014, 0.554, -1.008], [-0.008, 0.139, 0.708], [0.074, 0.052, -0.007], [0.051, -0.064, 0.083], [-0.060, 0.019, 0.003], [0.190, 0.070, 0.058], [-0.032, -0.504, -0.493], [0.159, -0.082, 0.087], [-0.001, 0.016, -0.060], [-0.005, -0.029, -0.035], [0.042, -0.033, -0.005], [-0.085, 0.150, -0.023], [-0.001, 0.026, -0.049], [0.002, 0.019, -0.010], [0.033, 0.028, 0.026], [0.469, -0.243, 0.309], [0.360, -0.177, 0.315], [-0.711, -0.243, 0.175], [-0.087, 0.113, 0.130], [-0.034, -0.008, 0.046], [1.205, 0.276, -0.578], [-0.019, 0.071, 0.102], [0.031, 0.081, -0.106], [-0.044, -0.103, -0.040]], "multiplicity": 3, "s2": 2.01, "relative_energy_ev": 0.000, "homo_ev": [-2.45, -5.08], "charge": -1, "e_tot_ha": -3837.30308, "homo_lumo_gap_ev": [4.77, 7.40], "lumo_ev": [2.32, 2.31]}

{"formula": "C37H40AsCl2N2O2PPd", "method": "wB97M-V/def2-TZVPD", "species": ["Pd", "Cl", "C", "Cl", "H", "H", "C", "O", "C", "C", "O", "C", "H", "H", "H", "H", "H", "H", "H", "H", "H", "H", "N", "C", "C", "C", "C", "N", "C", "C", "H", "H", "H", "H", "C", "C", "As", "C", "C", "C", "C", "C", "C", "C", "C", "C", "C", "C", "C", "P", "C", "C", "C", "C", "C", "C", "C", "C", "C", "C", "C", "C", "H", "H", "H", "H", "H", "H", "H", "H", "H", "H", "H", "H", "H", "H", "H", "H", "H", "H", "H", "H", "H", "H", "H", "H"], "xyz": [[0.184844, 2.407698, -1.294109], [-2.334500, 2.955981, -1.228594], [-2.138265, 3.793494, 0.315300], [-0.473293, 3.517294, 0.846466], [-2.826246, 3.381056, 1.053993], [-2.304282, 4.860736, 0.167037], [2.677480, 1.484548, 0.333320], [2.187730, 1.006288, -0.918235], [3.165636, 1.002145, -1.961266], [2.754117, 2.041782, -3.021070], [2.434528, 3.264358, -2.382263], [3.545726, 4.154530, -2.253871], [3.444806, 0.799900, 0.708154], [1.822011, 1.507670, 1.014970], [3.103330, 2.489427, 0.248439], [3.194113, 0.009402, -2.419283], [4.151515, 1.241897, -1.552854], [1.837266, 1.704012, -3.528751], [3.549725, 2.167038, -3.761103], [3.813507, 4.554945, -3.237876], [4.420477, 3.652766, -1.832286], [3.241325, 4.966621, -1.592861], [1.132759, 9.040208, -5.075778], [0.842753, 8.111506, -4.482815], [0.529518, 6.930605, -3.745314], [0.659663, 6.915008, -2.356801], [0.424652, 5.717528, -1.694675], [0.075405, 4.607071, -2.332992], [-0.091462, 4.629409, -3.650117], [0.119599, 5.773891, -4.407160], [0.935901, 7.800752, -1.803524], [0.521564, 5.674408, -0.616103], [-0.421020, 3.715528, -4.133590], [-0.026395, 5.758138, -5.477532], [0.495552, -1.448403, 0.100237], [-0.328188, -2.662048, 0.509760], [0.870512, -4.212637, 1.031904], [-0.345264, -5.643141, 1.562586], [0.182690, -6.622264, 2.413804], [-0.627736, -7.659471, 2.847954], [-1.929881, -7.763246, 2.376196], [-2.456818, -6.793285, 1.527995], [-1.648958, -5.756682, 1.084922], [1.588560, -3.593223, 2.769301], [2.949959, -3.454082, 2.997793], [3.399124, -3.033228, 4.242189], [2.480556, -2.774667, 5.251335], [1.120113, -2.908772, 5.016080], [0.661347, -3.328695, 3.779993], [-0.563570, 0.072187, -0.206836], [-1.640740, 0.156090, 1.252733], [-3.003095, 0.445203, 1.123157], [-3.808948, 0.500891, 2.245578], [-3.261608, 0.327568, 3.511409], [-1.899310, 0.080763, 3.651770], [-1.090925, -0.000945, 2.533387], [-1.567374, -0.364837, -1.666003], [-1.204135, 0.235282, -2.875661], [-1.866201, -0.073911, -4.047469], [-2.901908, -1.002220, -4.019050], [-3.282657, -1.586758, -2.820713], [-2.627702, -1.269719, -1.642233], [1.044891, -1.633613, -0.827818], [1.222522, -1.194595, 0.876946], [-0.958594, -2.993794, -0.315125], [-0.955207, -2.438252, 1.377379], [1.213919, -6.569492, 2.746077], [-0.227563, -8.392426, 3.536304], [-2.530091, -8.627531, 2.637112], [-3.478465, -6.862061, 1.182119], [-2.045094, -5.048938, 0.367995], [3.665043, -3.679185, 2.215904], [4.457632, -2.928960, 4.425395], [2.831114, -2.494902, 6.234390], [0.407038, -2.715557, 5.804668], [-0.400461, -3.462653, 3.607846], [-3.432776, 0.596487, 0.144108], [-4.864948, 0.687709, 2.133078], [-3.890662, 0.406480, 4.383628], [-1.470721, -0.030915, 4.636123], [-0.033198, -0.191883, 2.658608], [-0.358532, 0.954602, -2.885798], [-1.585871, 0.389333, -4.980915], [-3.415000, -1.264688, -4.930585], [-4.098708, -2.294038, -2.796433], [-2.944149, -1.714519, -0.709979]], "atomic_forces_ev_per_a": [[0.179, 1.388, -0.579], [-0.433, -0.183, -0.305], [-0.455, 0.410, 0.084], [0.488, 0.313, 0.756], [0.151, 0.011, -0.140], [0.101, -0.136, 0.024], [0.316, -0.066, 0.305], [-0.605, 0.348, -0.074], [0.232, 0.324, -0.864], [0.137, -0.353, 0.469], [-0.185, -0.298, -0.052], [0.273, 0.281, -0.066], [-0.118, 0.119, 0.086], [0.156, -0.055, 0.074], [-0.066, -0.090, -0.054], [0.056, 0.061, 0.143], [-0.120, -0.085, 0.016], [0.186, 0.018, -0.058], [-0.116, -0.068, -0.041], [-0.049, -0.020, 0.147], [-0.062, 0.012, 0.051], [0.058, -0.074, -0.084], [0.252, 0.904, -0.565], [-0.248, -0.676, 0.421], [0.025, -0.090, 0.103], [-0.184, -0.465, -0.060], [0.200, 0.504, 0.487], [0.004, -0.755, 0.291], [-0.157, -0.068, -0.680], [-0.021, -0.259, 0.409], [0.035, 0.018, 0.015], [0.080, -0.046, -0.042], [0.077, 0.006, 0.016], [0.005, -0.014, -0.024], [0.240, 0.340, 0.220], [0.131, -0.403, -0.068], [-1.021, -0.078, 1.150], [0.943, 0.996, -0.461], [0.124, -0.588, 0.520], [0.662, 0.273, 0.071], [-0.126, -0.312, 0.160], [0.200, 0.693, -0.522], [-0.879, -0.288, -0.305], [-0.241, -0.191, -0.481], [0.146, 0.002, -0.352], [-0.214, -0.030, 0.088], [0.240, -0.011, 0.004], [-0.157, 0.001, 0.030], [-0.027, 0.041, -0.249], [-0.916, -1.645, 0.204], [0.825, 0.129, -1.261], [-1.122, 0.275, 0.323], [-0.144, 0.085, -1.195], [-0.135, 0.023, 0.318], [1.077, -0.169, -0.259], [0.124, -0.019, 1.188], [0.264, 0.410, 0.363], [0.237, 0.131, 0.180], [0.053, 0.035, -0.088], [0.046, 0.057, 0.078], [-0.076, -0.095, 0.058], [0.036, 0.075, 0.049], [-0.045, 0.190, 0.080], [0.060, 0.048, -0.067], [0.003, -0.074, 0.057], [0.087, -0.227, -0.025], [-0.055, -0.004, 0.018], [-0.030, -0.047, -0.079], [-0.002, 0.086, 0.088], [-0.012, -0.042, -0.004], [-0.017, 0.026, 0.029], [0.022, -0.018, 0.021], [0.074, -0.025, 0.025], [0.006, 0.078, 0.034], [-0.002, -0.026, 0.103], [-0.016, -0.052, 0.061], [-0.076, 0.006, -0.062], [-0.157, 0.015, 0.015], [-0.099, 0.006, 0.161], [0.044, -0.056, 0.078], [0.070, -0.036, 0.034], [-0.237, -0.395, -0.328], [0.056, 0.027, -0.087], [-0.058, 0.001, -0.115], [-0.057, -0.041, -0.050], [-0.045, -0.095, 0.044]], "multiplicity": 5, "s2": 6.04, "relative_energy_ev": 2.025, "homo_ev": [-18.40, -18.46], "charge": 4, "e_tot_ha": -5317.63228, "homo_lumo_gap_ev": [8.00, 3.10], "lumo_ev": [-10.40, -15.36]}